{"formula": "C17H24AsN2O3SSbSe4V", "method": "ωB97M-V/def2-TZVPD", "relative_energy_kj_mol": 653.3, "s_squared": 0.7701, "spin_multiplicity": 2, "lumo_energy_ha": [-0.0598, -0.0588], "orbital_gap_ev": [4.60, 4.50], "e_homo_ev": [-6.225, -6.098], "symbols": ["V", "C", "O", "C", "C", "C", "C", "C", "C", "O", "C", "O", "C", "H", "H", "H", "H", "H", "H", "H", "H", "H", "Se", "Sb", "Se", "Se", "Se", "N", "C", "C", "C", "C", "C", "N", "H", "H", "H", "H", "H", "H", "C", "As", "C", "C", "S", "H", "H", "H", "H", "H", "H", "H", "H", "H"], "coordinates": [[-0.127, -0.103, 0.105], [-5.491, 1.463, -2.389], [-5.000, 2.708, -1.916], [-3.719, 2.783, -1.529], [-3.347, 3.946, -0.849], [-2.050, 4.113, -0.458], [-1.071, 3.117, -0.648], [0.191, 3.183, 0.090], [0.525, 4.383, 0.924], [0.982, 2.231, 0.117], [-1.472, 1.938, -1.304], [-0.694, 0.852, -1.337], [-2.777, 1.786, -1.754], [-6.524, 1.638, -2.673], [-5.457, 0.710, -1.599], [-4.934, 1.115, -3.261], [-4.108, 4.666, -0.586], [-1.803, 5.009, 0.092], [-0.085, 4.382, 1.834], [0.325, 5.325, 0.409], [1.570, 4.321, 1.216], [-3.044, 0.835, -2.184], [-5.017, 2.329, 2.340], [-2.631, 2.213, 2.715], [-1.989, 2.250, 5.075], [-2.529, 4.692, 3.055], [-1.554, 0.478, 1.460], [2.396, 0.096, -0.928], [2.598, -0.295, 0.397], [3.873, -0.532, 0.912], [4.009, -0.962, 2.209], [2.861, -1.171, 2.971], [1.638, -0.940, 2.399], [1.488, -0.505, 1.138], [3.268, 0.236, -1.421], [1.845, 0.961, -0.983], [4.728, -0.374, 0.268], [4.993, -1.109, 2.637], [2.909, -1.510, 3.996], [0.725, -1.076, 2.951], [0.283, -1.545, -2.283], [0.047, -2.452, -0.568], [1.720, -3.355, -0.175], [-0.928, -3.972, -1.339], [-1.375, -1.600, 0.688], [0.916, -2.301, -2.771], [0.759, -0.595, -2.378], [-0.657, -1.520, -2.816], [1.821, -3.995, -1.057], [1.660, -3.992, 0.703], [2.595, -2.723, -0.123], [-0.239, -4.467, -2.036], [-1.806, -3.669, -1.895], [-1.217, -4.692, -0.580]], "forces_ev_per_a": [[3.626, 5.080, -3.517], [-0.006, -0.008, 0.046], [-0.051, -0.043, 0.034], [0.100, -0.081, -0.073], [-0.113, 0.232, -0.106], [0.056, 0.075, 0.097], [0.177, 0.024, 0.211], [-0.241, 0.231, -0.225], [0.144, 0.115, -0.149], [0.386, -0.501, 0.172], [-0.393, 0.038, 0.615], [0.053, -0.243, -1.071], [-0.114, 0.056, -0.159], [-0.019, 0.020, 0.008], [0.049, 0.014, 0.020], [0.016, 0.030, -0.033], [-0.014, 0.059, -0.096], [0.065, -0.011, 0.034], [-0.105, -0.011, -0.064], [0.025, -0.075, 0.033], [0.025, 0.024, -0.069], [-0.027, -0.074, -0.078], [0.023, -1.016, -0.536], [-2.566, 3.191, 1.989], [0.411, -0.378, -0.295], [0.941, 0.094, -0.107], [-2.734, 3.119, 4.298], [0.369, 0.270, 0.620], [0.223, 0.188, -0.063], [0.034, -0.031, -0.277], [-0.100, 0.010, 0.093], [0.086, -0.129, 0.156], [-0.087, 0.112, 0.260], [2.333, 0.054, 0.198], [0.032, -0.100, -0.007], [-0.023, -0.031, 0.041], [0.019, 0.081, 0.090], [-0.046, -0.060, -0.031], [0.020, 0.041, -0.036], [-0.236, -0.019, 0.128], [0.585, -1.234, -1.008], [-0.290, -2.808, -2.063], [0.065, -0.312, -0.424], [0.961, -0.527, -0.541], [-2.998, -6.573, 0.940], [-0.003, 0.260, -0.197], [0.173, 0.294, 0.277], [-0.378, -0.059, 0.183], [0.134, -0.027, 0.172], [-0.181, 0.094, 0.102], [-0.016, 0.219, 0.104], [-0.238, -0.075, 0.016], [-0.158, 0.338, 0.053], [0.006, 0.064, 0.236]]}

***

{"formula": "C17H24B2O19Ti", "method": "ωB97M-V/def2-TZVPD", "relative_energy_kj_mol": 0.0, "s_squared": 3.7536, "spin_multiplicity": 4, "lumo_energy_ha": [0.0515, 0.0514], "total_charge": -1, "orbital_gap_ev": [4.66, 8.29], "e_homo_ev": [-3.260, -6.895], "symbols": ["Ti", "O", "C", "O", "B", "O", "C", "O", "O", "C", "O", "C", "O", "O", "O", "C", "O", "B", "O", "C", "O", "O", "C", "O", "C", "O", "O", "C", "C", "C", "O", "H", "H", "H", "H", "H", "H", "H", "H", "C", "C", "C", "O", "H", "H", "H", "H", "H", "H", "H", "H", "C", "C", "C", "O", "H", "H", "H", "H", "H", "H", "H", "H"], "coordinates": [[-0.267, -0.137, -0.394], [-0.987, 8.013, -2.355], [-0.885, 6.941, -2.866], [-1.486, 5.818, -2.481], [-0.916, 4.682, -3.230], [-0.039, 5.281, -4.264], [-0.013, 6.590, -4.077], [0.626, 7.384, -4.698], [-1.935, 3.826, -3.851], [-1.707, 2.572, -3.575], [-2.294, 1.624, -3.995], [-0.543, 2.546, -2.555], [-0.189, 3.773, -2.323], [-0.058, 1.567, -2.041], [-0.057, -1.738, 1.153], [0.650, -2.501, 1.857], [0.210, -3.556, 2.550], [1.358, -4.106, 3.274], [2.477, -3.189, 3.011], [2.068, -2.273, 2.100], [2.756, -1.393, 1.558], [1.608, -5.514, 2.836], [1.558, -6.325, 3.888], [1.802, -7.488, 3.957], [1.199, -5.455, 5.104], [1.127, -4.203, 4.724], [1.062, -5.835, 6.248], [-0.757, -4.004, -1.447], [-0.473, -2.795, -2.307], [-1.651, -1.882, -2.501], [0.577, -2.003, -1.699], [-1.451, -4.767, -1.800], [-1.173, -3.660, -0.492], [0.166, -4.519, -1.169], [-0.116, -3.143, -3.284], [-2.252, -2.195, -3.362], [-1.402, -0.856, -2.791], [-2.332, -1.967, -1.650], [1.401, -2.486, -1.825], [-3.630, -0.009, 1.989], [-2.935, 0.852, 0.938], [-1.686, 1.526, 1.505], [-2.556, 0.130, -0.232], [-3.100, -0.958, 2.075], [-4.642, -0.228, 1.627], [-3.771, 0.530, 2.921], [-3.620, 1.678, 0.713], [-1.864, 2.304, 2.240], [-1.168, 2.039, 0.678], [-1.019, 0.763, 1.928], [-3.348, 0.120, -0.784], [3.352, 1.642, 1.989], [2.471, 1.708, 0.756], [3.220, 1.887, -0.550], [1.648, 0.516, 0.730], [2.784, 1.255, 2.835], [3.829, 2.600, 2.197], [4.183, 0.935, 1.888], [1.735, 2.509, 0.872], [3.939, 2.702, -0.446], [2.523, 2.123, -1.352], [3.812, 1.008, -0.813], [2.186, -0.257, 1.064]], "forces_ev_per_a": [[1.844, -0.820, 0.740], [-0.104, -0.010, -0.036], [-0.197, -0.006, 0.135], [0.115, -0.642, -0.003], [-0.346, 1.176, -0.394], [-0.375, -0.503, 0.530], [0.660, 0.531, -0.100], [0.009, 0.006, -0.246], [-0.154, 0.311, -0.203], [0.076, 0.063, 0.114], [-0.184, -0.684, 0.010], [-0.178, 0.717, -0.160], [0.511, -0.506, 0.176], [-0.046, -1.133, 0.902], [-2.040, 1.181, -1.385], [2.457, 0.430, 0.544], [-0.568, 0.100, -0.173], [0.190, 0.298, -0.127], [0.464, 0.168, -0.554], [-2.399, -1.432, 0.353], [1.722, -0.381, 0.341], [0.139, -0.389, 0.206], [0.086, 0.906, 0.141], [0.021, -0.626, -0.486], [-0.056, -0.090, 1.666], [-0.208, 0.114, -0.224], [0.037, -0.018, -0.948], [-0.083, -0.073, 1.369], [0.356, -0.405, -0.590], [-0.973, -0.249, -0.507], [-0.352, 0.188, -0.306], [0.000, 0.276, -0.622], [0.110, 0.043, -0.024], [0.055, 0.020, -0.196], [0.108, 0.250, 0.011], [0.087, -0.237, 0.083], [0.222, 0.069, 0.389], [0.160, 0.406, 0.098], [0.131, 0.292, 0.444], [-0.446, -0.378, -1.143], [-0.102, 1.503, 2.049], [0.541, -0.584, -0.824], [-0.412, 0.144, 0.034], [0.090, 0.110, 0.469], [0.056, -0.169, 0.050], [0.373, -0.082, 0.136], [0.014, -0.224, -0.635], [-0.270, -0.179, 0.142], [0.074, 0.020, 0.072], [0.038, 0.165, 0.176], [0.430, -0.324, -0.386], [0.589, -0.293, 0.035], [-0.722, -0.523, 0.083], [0.247, 0.212, 0.149], [-1.353, 1.792, -1.549], [-0.075, 0.401, 0.106], [-0.307, 0.137, 0.148], [-0.180, -0.080, -0.339], [0.243, 0.266, -0.008], [-0.126, 0.148, -0.080], [0.076, -0.054, -0.092], [-0.189, -0.166, 0.097], [0.109, -1.183, 0.343]]}

***

{"formula": "C17H24BF6NO6P", "method": "ωB97M-V/def2-TZVPD", "spin_multiplicity": 1, "lumo_energy_ha": 0.0801, "total_charge": -1, "orbital_gap_ev": 6.31, "e_homo_ev": -4.133, "symbols": ["C", "P", "C", "C", "O", "B", "O", "C", "C", "C", "C", "N", "C", "C", "H", "H", "H", "H", "H", "H", "H", "H", "H", "H", "H", "H", "H", "H", "C", "C", "O", "C", "O", "C", "F", "F", "F", "H", "H", "H", "H", "H", "C", "C", "O", "C", "O", "C", "F", "F", "F", "H", "H", "H", "H", "H"], "coordinates": [[2.702, -0.066, -0.922], [2.538, 1.393, -2.034], [2.312, 2.814, -0.881], [0.898, 1.291, -2.898], [0.983, 1.337, -4.268], [-0.402, 0.876, -4.664], [-0.598, -0.292, -3.761], [0.048, 0.039, -2.543], [-1.019, 0.186, -1.480], [-1.441, 1.387, -0.905], [-2.465, 1.355, 0.037], [-3.089, 0.266, 0.469], [-2.680, -0.888, -0.071], [-1.680, -0.959, -1.026], [1.859, -0.214, -0.247], [3.605, 0.085, -0.334], [2.871, -0.938, -1.543], [1.864, 3.648, -1.413], [1.664, 2.530, -0.051], [3.268, 3.163, -0.503], [0.342, 2.172, -2.547], [-0.563, 0.661, -5.846], [-1.172, 1.802, -4.277], [0.629, -0.854, -2.291], [-1.004, 2.323, -1.203], [-2.791, 2.296, 0.465], [-3.171, -1.793, 0.250], [-1.387, -1.910, -1.443], [-5.496, -8.132, 0.146], [-5.356, -7.034, -0.886], [-4.515, -5.971, -0.408], [-3.208, -6.176, -0.501], [-2.666, -7.149, -0.934], [-2.456, -4.932, 0.004], [-2.973, -4.494, 1.158], [-2.550, -3.954, -0.900], [-1.172, -5.209, 0.203], [-5.858, -7.723, 1.089], [-6.199, -8.888, -0.203], [-4.538, -8.614, 0.338], [-6.319, -6.569, -1.085], [-4.967, -7.415, -1.830], [4.529, 7.041, 3.780], [5.228, 5.749, 3.418], [4.494, 4.605, 3.892], [3.468, 4.228, 3.136], [3.103, 4.739, 2.123], [2.814, 2.972, 3.741], [2.649, 3.106, 5.065], [3.596, 1.906, 3.527], [1.631, 2.750, 3.191], [4.355, 7.091, 4.855], [5.139, 7.894, 3.482], [3.563, 7.117, 3.282], [6.199, 5.687, 3.905], [5.386, 5.665, 2.343]], "forces_ev_per_a": [[-0.268, 0.452, 0.185], [1.123, 0.325, -1.173], [-0.350, -0.510, 0.254], [-0.256, -0.062, 1.213], [0.216, -0.316, -0.483], [-0.232, 0.826, 0.503], [-0.046, -0.193, 0.001], [-0.643, -0.483, -1.049], [-0.189, 0.424, 0.634], [-0.113, -0.727, -0.092], [0.177, 0.329, -0.090], [0.024, -0.191, -0.015], [0.342, 0.429, -0.402], [0.221, -0.003, -0.062], [-0.072, -0.163, 0.035], [0.093, 0.042, 0.107], [-0.118, -0.188, -0.037], [-0.128, 0.027, -0.167], [-0.053, 0.226, 0.182], [0.156, -0.096, 0.141], [-0.041, 0.085, 0.011], [0.226, -0.273, -0.050], [-0.073, -0.056, -0.207], [0.332, 0.180, 0.264], [-0.008, 0.204, 0.054], [-0.103, 0.048, 0.111], [-0.167, -0.085, 0.180], [-0.028, -0.123, -0.024], [0.181, 0.044, 0.151], [-0.328, -0.271, -0.123], [0.043, 0.099, 0.005], [-0.191, -0.106, -0.080], [0.098, -0.015, 0.024], [0.124, 0.133, 0.100], [-0.010, -0.005, -0.013], [-0.030, -0.128, 0.006], [0.001, -0.033, -0.044], [-0.080, 0.004, -0.034], [-0.020, 0.015, -0.021], [0.000, -0.025, -0.073], [0.054, 0.136, 0.055], [0.145, 0.022, 0.044], [-0.223, -0.074, 0.061], [0.276, 0.342, -0.070], [-0.010, -0.120, 0.026], [0.194, 0.125, -0.010], [-0.109, -0.002, -0.043], [-0.130, -0.076, 0.015], [-0.004, -0.014, 0.003], [0.026, -0.004, 0.014], [0.006, -0.003, -0.009], [0.083, 0.022, 0.011], [0.030, -0.010, -0.004], [0.039, 0.003, -0.070], [-0.048, -0.123, 0.081], [-0.137, -0.066, -0.021]]}

***

{"formula": "C17H24Br24O3", "method": "ωB97M-V/def2-TZVPD", "spin_multiplicity": 1, "lumo_energy_ha": -0.0152, "orbital_gap_ev": 9.18, "e_homo_ev": -9.590, "symbols": ["C", "O", "C", "C", "C", "C", "C", "C", "C", "C", "O", "O", "H", "H", "H", "H", "H", "H", "H", "H", "H", "H", "H", "H", "H", "H", "H", "H", "C", "Br", "Br", "Br", "H", "C", "Br", "Br", "Br", "H", "C", "Br", "Br", "Br", "H", "C", "Br", "Br", "Br", "H", "C", "Br", "Br", "Br", "H", "C", "Br", "Br", "Br", "H", "C", "Br", "Br", "Br", "H", "C", "Br", "Br", "Br", "H"], "coordinates": [[1.699, 0.291, 2.310], [0.396, 0.152, 2.917], [-0.609, 0.940, 2.232], [-1.969, 0.099, 2.253], [-2.461, -0.434, 0.830], [-1.583, -1.691, 0.274], [-0.564, -1.084, -0.788], [0.815, -1.821, -1.109], [1.439, -0.628, -2.017], [0.081, -0.083, -2.731], [-0.051, 0.782, -3.607], [-1.042, -0.769, -2.134], [1.637, -0.175, 1.262], [2.481, -0.295, 2.907], [2.058, 1.375, 2.289], [-0.788, 1.875, 2.880], [-0.300, 1.317, 1.203], [-1.928, -0.751, 3.010], [-2.787, 0.821, 2.627], [-3.524, -0.844, 0.977], [-2.552, 0.398, 0.041], [-2.332, -2.359, -0.274], [-1.095, -2.236, 1.145], [-0.221, -0.060, -0.421], [0.556, -2.682, -1.826], [1.405, -2.119, -0.187], [2.273, -0.925, -2.735], [1.727, 0.164, -1.230], [-5.263, -1.604, 4.549], [-3.452, -2.281, 4.406], [-5.531, -0.611, 6.193], [-5.773, -0.569, 2.991], [-5.924, -2.467, 4.588], [2.888, 0.277, -5.703], [3.175, 0.340, -7.621], [3.991, -1.076, -4.854], [3.124, 2.017, -4.883], [1.850, -0.012, -5.545], [-1.450, -5.076, 6.981], [-3.057, -6.108, 6.649], [-0.527, -4.629, 5.335], [-1.811, -3.502, 8.053], [-0.779, -5.708, 7.560], [3.527, -4.892, -2.848], [2.773, -4.651, -1.078], [2.167, -4.796, -4.227], [4.985, -3.658, -3.187], [3.946, -5.895, -2.883], [3.972, 4.086, -9.733], [5.554, 4.211, -8.620], [2.713, 5.513, -9.357], [4.420, 3.999, -11.617], [3.477, 3.151, -9.479], [-1.177, 6.848, -8.426], [-0.886, 8.765, -8.388], [-1.777, 6.177, -6.709], [-2.373, 6.330, -9.861], [-0.214, 6.382, -8.631], [-2.865, 4.835, 3.088], [-4.343, 5.974, 2.561], [-3.427, 3.452, 4.326], [-1.944, 4.093, 1.552], [-2.150, 5.463, 3.615], [1.982, -2.705, 10.260], [2.442, -3.672, 8.642], [1.152, -0.996, 9.867], [0.898, -3.778, 11.458], [2.915, -2.493, 10.779]], "forces_ev_per_a": [[0.364, -0.385, -0.083], [0.906, 0.497, -1.229], [-1.042, 0.271, 1.406], [-0.596, 1.056, -0.741], [-0.420, -1.047, 0.534], [-1.178, 1.538, -1.385], [2.115, -0.016, 1.067], [-1.040, 0.774, -1.258], [-1.308, -0.359, 1.113], [-0.246, 0.683, -0.991], [0.403, -3.112, 2.734], [1.454, 1.230, -0.257], [0.378, 0.898, 1.223], [-1.357, 0.707, -0.686], [-0.589, -1.302, -0.196], [0.388, -1.273, -1.024], [-0.247, -0.768, 1.153], [0.315, 1.295, -1.181], [1.130, -1.115, -0.496], [1.436, 0.712, -0.146], [0.350, -1.203, 1.184], [1.275, 0.560, 0.782], [-0.352, 0.697, -1.351], [-0.658, -1.271, 0.270], [0.607, 0.920, 1.411], [-0.665, 0.374, -1.320], [-1.277, 0.700, 1.002], [0.009, -0.897, -1.618], [-0.033, -0.086, -0.012], [-0.491, -0.079, 0.241], [0.099, -0.144, -0.320], [0.094, -0.133, 0.318], [0.168, 0.222, -0.006], [-0.090, 0.174, 0.087], [0.010, -0.016, 0.278], [-0.314, 0.411, -0.410], [0.021, -0.351, -0.201], [0.227, 0.108, -0.002], [0.025, -0.003, 0.126], [0.275, 0.228, 0.020], [-0.177, -0.032, 0.257], [0.071, -0.275, -0.239], [-0.154, 0.165, -0.155], [-0.021, -0.101, -0.030], [0.272, -0.150, -0.350], [0.239, 0.066, 0.283], [-0.110, -0.457, 0.281], [-0.092, 0.265, 0.005], [-0.002, -0.162, 0.040], [-0.323, 0.014, -0.231], [0.257, -0.168, -0.078], [-0.078, 0.067, 0.361], [0.113, 0.239, -0.035], [0.083, -0.059, 0.003], [-0.081, -0.359, -0.007], [0.091, 0.148, -0.342], [0.203, 0.121, 0.286], [-0.275, 0.114, 0.056], [0.036, 0.064, 0.058], [0.264, -0.260, 0.083], [0.080, 0.200, -0.268], [-0.292, 0.255, 0.178], [-0.179, -0.163, -0.140], [0.043, 0.031, 0.045], [-0.163, 0.171, 0.276], [0.120, -0.378, 0.046], [0.172, 0.206, -0.283], [-0.239, -0.060, -0.138]]}

***

| no. | calculated total energy (Ha) |
| --- | --- |
| 1 | -14421.184700 |
| 2 | -2991.496186 |
| 3 | -2133.885990 |
| 4 | -62664.023591 |